# 1
Computed, not measured: a 2-piece molecular cluster, C5H14 overall at a distorted geometry, with the ωB97M-V functional and the def2-TZVPD basis.

Atoms and positions in Å:
C1 2.12807 0.00030 1.07631
C2 3.05330 -0.06013 -0.12606
C3 1.10051 -1.09340 1.01159
H1 2.75340 -0.25333 1.95065
H2 1.78069 1.02005 1.18577
H3 3.87931 0.64908 -0.16591
H4 2.55750 0.10835 -1.08282
H5 0.52239 -1.00472 0.08240
H6 1.42152 -2.10791 1.21918
H7 3.59610 -1.01166 -0.15130
H8 0.30448 -0.90799 1.75288
C4 -2.94066 1.18412 -1.35900
C5 -3.10607 -0.01830 -0.44316
H9 -3.72913 1.04824 -2.09316
H10 -2.93173 2.24678 -1.08424
H11 -2.01274 1.18083 -1.93273
H12 -3.98648 -0.64022 -0.64472
H13 -3.29695 0.13171 0.62904
H14 -2.24648 -0.67476 -0.56476

For the electronic energy, the calculation gives -5411.306 eV. As for the LUMO energy: 1.048 eV. Its SMILES is CCC.CC. Its highest occupied orbital energy is -11.37 eV. For the energy above the lowest of the compared OMol25 structures with the same formula, charge and spin, the calculation gives 0.743 eV. The value obtained for the HOMO-LUMO gap is 12.413 eV. Its charge is 0.

natural (NBO) population analysis, charges in e, atoms 1 to 2: -0.405 -0.606

# 2
Computed, not measured: a 12-piece molecular cluster, C44H118N6O22 overall at a distorted geometry, with the ωB97M-V functional and the def2-TZVPD basis.

Atoms and positions in Å:
C1 6.94860 -6.55709 -2.12749
O1 7.36755 -5.19819 -1.96441
C2 6.84421 -4.49328 -0.80685
C3 6.42673 -3.05694 -1.20695
N1 7.52806 -2.06417 -1.25450
C4 8.50544 -2.35791 -2.32957
C5 9.76425 -1.50868 -2.12404
O2 10.62986 -1.80895 -0.99674
C6 11.53242 -2.94345 -1.17516
H1 7.64021 -7.14574 -2.73022
H2 5.94646 -6.57647 -2.55579
H3 7.07755 -7.17711 -1.24033
H4 7.56836 -4.42603 0.00506
H5 5.97411 -5.06318 -0.48093
H6 5.66083 -2.69723 -0.51985
H7 5.99132 -3.07519 -2.20605
H8 8.00150 -2.20584 -0.37365
H9 8.10336 -2.13744 -3.31842
H10 8.78325 -3.40305 -2.46591
H11 9.44859 -0.46543 -2.11590
H12 10.42157 -1.60939 -2.98768
H13 10.98527 -3.88394 -1.11021
H14 12.43026 -2.84382 -0.56520
H15 11.98156 -2.85952 -2.16477
C7 -6.32911 5.76608 0.85683
O3 -5.12425 6.47413 0.64815
C8 -4.18459 5.87587 -0.20297
C9 -2.81366 6.50192 -0.32949
N2 -1.93361 6.28975 0.82254
C10 -2.54280 6.92371 2.01934
C11 -1.43762 7.24984 3.04225
O4 -0.52885 6.17466 3.49428
C12 -1.20959 5.08401 4.15960
H16 -6.02902 4.76343 1.16134
H17 -6.80728 5.58156 -0.10516
H18 -6.99441 6.26393 1.56224
H19 -4.58051 5.99747 -1.21122
H20 -4.07585 4.79854 -0.07793
H21 -2.81350 7.53271 -0.68385
H22 -2.28140 5.96301 -1.11333
H23 -0.97941 6.53838 0.60395
H24 -3.36086 6.31267 2.40081
H25 -2.85094 7.94279 1.78563
H26 -2.01373 7.75595 3.81688
H27 -0.89288 8.00178 2.47132
H28 -2.03739 4.67447 3.58068
H29 -1.65165 5.48609 5.07120
H30 -0.53918 4.33196 4.57562
C13 7.01877 -9.58977 3.58484
O5 5.96130 -8.79670 4.11582
C14 6.02108 -8.53894 5.45765
C15 5.00588 -7.43811 5.78539
N3 3.63743 -8.03160 6.01174
C16 2.62181 -7.00088 6.01305
C17 1.16052 -7.55099 6.19243
O6 0.20181 -6.64456 6.73050
C18 -0.12853 -5.49018 5.86027
H31 6.89512 -9.86110 2.53642
H32 7.17657 -10.53141 4.11069
H33 7.96867 -9.05962 3.65365
H34 6.97214 -8.06329 5.69705
H35 5.93566 -9.44215 6.06181
H36 4.92153 -6.80013 4.90564
H37 5.23726 -6.76095 6.60759
H38 3.57044 -8.48563 6.91144
H39 2.73256 -6.49220 5.05542
H40 2.80616 -6.31828 6.84261
H41 1.19099 -8.32613 6.95816
H42 0.79886 -8.13127 5.34357
H43 0.68216 -4.76267 5.81996
H44 -0.96357 -4.86228 6.17102
H45 -0.33901 -5.76183 4.82587
C19 -14.26157 0.29442 -6.14837
O7 -12.89545 0.69739 -6.20145
C20 -12.41537 1.23334 -4.93385
C21 -10.91037 1.71804 -5.08224
N4 -10.07723 0.63664 -5.62590
C22 -8.82915 1.15841 -6.18633
C23 -7.64857 1.66491 -5.33928
O8 -6.94320 2.73806 -5.92441
C24 -6.19795 2.37470 -7.08171
H46 -14.80690 0.06347 -7.06346
H47 -14.85202 1.06195 -5.64802
H48 -14.48124 -0.56273 -5.51188
H49 -12.47697 0.61107 -4.04107
H50 -13.00570 2.12606 -4.72729
H51 -10.59736 2.10420 -4.11217
H52 -10.94087 2.52843 -5.81056
H53 -10.69823 0.23907 -6.31613
H54 -9.04968 1.88860 -6.96498
H55 -8.39169 0.39471 -6.82938
H56 -6.98710 0.83035 -5.10675
H57 -7.92563 1.99408 -4.33778
H58 -6.82389 2.48186 -7.96761
H59 -5.72699 1.39294 -7.03236
H60 -5.36303 3.07335 -7.13573
C25 -0.69160 -3.36114 -8.04171
C26 0.39757 -2.31361 -7.69518
O9 1.55514 -2.42812 -8.49231
O10 -1.83410 -3.09853 -7.24077
H61 -0.32612 -4.38668 -7.98877
H62 -0.96613 -3.22887 -9.08824
H63 0.71609 -2.46452 -6.66373
H64 -0.03472 -1.31463 -7.75225
H65 2.09208 -1.70348 -8.16336
H66 -2.57215 -3.55694 -7.64911
C27 -1.11059 0.66596 -0.93446
C28 -1.04274 0.04025 0.52237
O11 -1.90349 -1.08124 0.67614
O12 -0.23513 1.79852 -1.04580
H67 -2.10445 0.99008 -1.24316
H68 -0.83327 -0.22775 -1.49346
H69 -1.29103 0.85257 1.20546
H70 -0.05710 -0.33841 0.79298
H71 -1.50706 -1.70119 0.05963
H72 -0.70668 2.55506 -0.68960
C29 -7.54379 -2.21710 -0.78366
C30 -7.68587 -2.99752 0.52183
O13 -6.85732 -2.48228 1.56230
O14 -8.25050 -2.88221 -1.83695
H73 -6.50438 -2.07263 -1.07840
H74 -7.87581 -1.19431 -0.60541
H75 -7.27019 -3.98002 0.29818
H76 -8.71813 -3.26720 0.74505
H77 -5.96103 -2.35221 1.24395
H78 -8.56098 -2.16817 -2.39852
C31 5.11177 1.15459 4.17113
C32 4.65639 2.03007 2.98614
O15 5.71033 2.10918 1.94937
O16 5.33515 -0.22216 3.76685
H79 4.33322 1.13653 4.93380
H80 5.99761 1.63919 4.58167
H81 4.38677 3.03553 3.30932
H82 3.88028 1.52727 2.40914
H83 5.54802 1.39618 1.32737
H84 6.18378 -0.29802 3.32450
C33 4.59435 1.69487 -4.85452
C34 5.49466 1.85451 -6.08589
O17 5.24141 0.88413 -7.06616
O18 3.42129 2.50281 -5.10190
H85 5.14835 2.08002 -3.99846
H86 4.30563 0.66806 -4.63002
H87 6.57351 1.81059 -5.93668
H88 5.33465 2.84407 -6.51399
H89 5.91029 0.95571 -7.75105
H90 2.85303 2.33973 -4.34553
C35 -1.24295 -6.04584 -2.68372
C36 0.15894 -5.84289 -2.09556
O19 0.08545 -5.72877 -0.70050
O20 -1.81252 -4.73316 -2.62356
H91 -1.88168 -6.73037 -2.12555
H92 -0.98859 -6.38027 -3.68948
H93 0.73566 -5.08864 -2.63091
H94 0.75531 -6.72640 -2.32321
H95 0.32677 -6.55922 -0.28368
H96 -1.81814 -4.33001 -3.49478
C37 -4.51425 3.27570 11.17886
C38 -4.58526 1.80945 11.14969
C39 -4.25458 1.11536 9.76779
O21 -5.05584 1.71870 8.80566
C40 -5.03306 1.16484 7.49200
N5 -3.78268 1.26580 12.25203
H97 -3.51502 3.69108 11.04802
H98 -4.80277 3.55339 12.19264
H99 -5.18168 3.83070 10.51964
H100 -5.60838 1.44119 11.22504
H101 -4.47857 0.04931 9.72930
H102 -3.19008 1.27701 9.59815
H103 -4.05310 1.31601 7.03927
H104 -5.79990 1.70007 6.93203
H105 -5.27061 0.10279 7.43080
H106 -3.85383 0.26085 12.32356
H107 -2.83050 1.52462 12.03648
C41 5.20594 8.34969 -0.13783
C42 5.00223 7.83495 -1.52099
C43 6.22567 7.16262 -2.05324
O22 7.15354 8.16940 -2.40157
C44 6.98382 9.12467 -3.45046
N6 3.98707 6.81346 -1.40149
H108 4.40087 8.91036 0.33714
H109 6.08494 8.98465 -0.02708
H110 5.31124 7.51442 0.55452
H111 4.55611 8.59823 -2.15854
H112 6.03253 6.61896 -2.97803
H113 6.63406 6.36840 -1.42831
H114 7.03582 8.60067 -4.40483
H115 7.82041 9.82248 -3.41459
H116 6.05185 9.68377 -3.36735
H117 3.97887 6.42569 -2.33405
H118 4.36121 6.13032 -0.75850

For the electronic energy, the calculation gives -101510.692 eV. As for the LUMO energy: 0.037 eV. Its SMILES is COC[C@H](C)N.COC[C@H](C)N.COCCNCCOC.COCCNCCOC.COCCNCCOC.COCCNCCOC.OCCO.OCCO.OCCO.OCCO.OCCO.OCCO. Its highest occupied orbital energy is -8.74 eV. For the energy above the lowest of the compared OMol25 structures with the same formula, charge and spin, the calculation gives 0.000 eV. The value obtained for the HOMO-LUMO gap is 8.772 eV. Its charge is 0.

Löwdin population analysis, charges in e, atoms 1 to 2: -0.107 -0.225

# 3
Computed, not measured: one molecule with the formula C16H9FN2O2 at a distorted geometry, with the ωB97M-V functional and the def2-TZVPD basis.

Atoms and positions in Å:
O1 0.94187 2.47694 1.39372
F1 0.10058 -5.60050 -0.16389
N1 1.85124 -1.35177 2.90819
O2 -0.27812 -0.22793 -0.46996
C1 0.53903 1.45089 0.86789
C2 1.65577 -0.09574 2.52530
C3 -1.95455 3.96179 -3.00009
C4 -1.76851 2.61073 -3.36855
C5 -1.52131 4.41848 -1.74187
C6 -1.25428 1.72509 -2.42213
C7 -0.98958 3.51034 -0.84952
C8 1.19727 -4.74006 1.70834
C9 0.42317 -4.53082 0.56892
C10 0.90162 0.17655 1.39765
C11 -0.83678 2.12029 -1.13733
C12 1.61213 -3.66984 2.49490
C13 0.14587 -3.23363 0.17237
C14 0.36511 -0.80226 0.57843
C15 1.35943 -2.35620 2.14808
C16 0.59582 -2.13665 0.91640
N2 -0.27469 1.19607 -0.25447
H1 2.09845 0.68946 3.09508
H2 -2.43954 4.66436 -3.68555
H3 -2.03592 2.32084 -4.35525
H4 -1.68407 5.44724 -1.45954
H5 -1.20377 0.69680 -2.71461
H6 -0.70894 3.94032 0.11160
H7 1.42469 -5.73945 2.04398
H8 2.20572 -3.85654 3.39212
H9 -0.46772 -3.06481 -0.70022

For the electronic energy, the calculation gives -26529.001 eV. As for the LUMO energy: -0.425 eV. Its SMILES is O=c1c2cnc3ccc(F)cc3c2on1-c1ccccc1. Its highest occupied orbital energy is -8.73 eV. For the energy above the lowest of the compared OMol25 structures with the same formula, charge and spin, the calculation gives 0.000 eV. The value obtained for the HOMO-LUMO gap is 8.307 eV. Its charge is 0.

natural (NBO) population analysis, charges in e, atoms 1 to 2: -0.588 -0.309

# 4
Computed, not measured: C22H30FN3O7S as an isolated structure at a distorted geometry, with the ωB97M-V functional and the def2-TZVPD basis.

Atoms and positions in Å:
C1 1.58884 -0.45288 4.07318
C2 2.25188 0.62001 3.15205
H1 3.08478 1.04495 3.56575
H2 1.69650 1.42260 2.79738
O1 2.97107 0.07987 2.06612
C3 2.61675 0.29208 0.82944
O2 1.82171 1.06606 0.70309
N1 3.24876 -0.20538 -0.31767
C4 4.22358 -1.30881 -0.13015
H3 4.30682 -1.48373 1.05586
C5 3.64233 -2.76367 -0.90244
H4 4.59979 -3.22678 -1.19468
H5 3.16422 -3.09847 0.12085
C6 2.71074 -2.40230 -1.98352
N2 1.42280 -2.11615 -1.53225
C7 0.42397 -1.91825 -2.21104
O3 0.51273 -1.42463 -3.25273
C8 -0.91563 -1.83679 -1.49354
C9 -2.24572 -2.05064 -2.33536
C10 -3.38230 -2.17519 -1.63853
C11 -3.39882 -1.55169 -0.36797
C12 -2.26169 -1.47996 0.30284
C13 -1.11284 -1.43875 -0.32338
H6 -0.19477 -1.24407 0.33670
S1 -2.42770 -0.57016 1.81389
O4 -1.27446 -1.09750 2.69589
O5 -3.60221 -1.15868 2.75545
N3 -2.57260 0.90250 1.98468
C14 -3.64195 1.44315 1.76525
C15 -3.72569 1.88090 0.28883
H7 -4.40644 2.76957 -0.08802
H8 -3.94488 1.18763 -0.43160
C16 -2.33774 2.31070 -0.27833
O6 -2.33393 3.41424 -1.13093
C17 -1.31622 3.18936 -2.12789
H9 -1.93305 3.12223 -3.32936
C18 -0.76074 1.96251 -1.91054
H10 0.16020 1.65577 -1.27831
O7 -1.69592 1.21424 -0.96965
H11 -0.65587 0.97286 -2.80546
H12 -0.70668 3.88947 -1.93986
C19 -1.37692 2.52154 0.92707
C20 -1.16973 1.63010 1.97096
H13 -0.87436 2.09468 3.03681
H14 -0.40131 1.00137 1.50062
H15 -2.04640 3.74745 1.46160
H16 -0.49451 3.12526 0.71270
H17 -3.91924 2.50807 2.49515
H18 -4.55351 0.93408 1.81816
H19 -4.31832 -1.67464 0.12069
H20 -4.27680 -2.29439 -2.25726
F1 -2.09060 -2.50410 -3.55729
H21 1.00205 -2.37653 -0.59221
C21 3.19614 -1.08630 -2.44641
H22 4.20000 -1.19842 -2.67840
C22 2.89997 -0.08441 -1.60998
H23 2.04318 0.56205 -1.68874
H24 3.75121 0.87638 -1.86016
H25 2.63661 -0.90984 -3.56954
H26 2.64206 -3.37158 -2.49981
H27 5.09767 -0.94400 -0.46573
H28 1.32130 0.06492 4.99671
H29 2.25962 -1.16181 4.25938
H30 0.87224 -0.89612 3.59162

For the electronic energy, the calculation gives -55635.831 eV. As for the LUMO energy: -0.095 eV. Its highest occupied orbital energy is -8.62 eV. For the energy above the lowest of the compared OMol25 structures with the same formula, charge and spin, the calculation gives 21.439 eV. The value obtained for the HOMO-LUMO gap is 8.530 eV. Its charge is 0.

natural (NBO) population analysis, charges in e, atoms 1 to 2: -0.601 -0.058

# 5
Computed, not measured: a 4-piece molecular cluster, C4H16O3S overall at a distorted geometry, with the ωB97M-V functional and the def2-TZVPD basis.

Atoms and positions in Å:
C1 -0.87397 2.65089 -0.78019
C2 -1.58985 1.47186 -0.13484
C3 -0.62614 0.67967 0.81297
S1 -1.39331 0.41126 2.48667
C4 -1.51968 -1.33106 2.58095
H1 -0.24406 2.34020 -1.60386
H2 -1.60207 3.33630 -1.19178
H3 -0.29032 3.24238 -0.07257
H4 -1.84014 0.75933 -0.93019
H5 -2.47224 1.76459 0.41952
H6 0.30748 1.20195 1.03077
H7 -0.51827 -0.35140 0.50330
H8 -0.59687 -1.71457 3.03129
H9 -2.32758 -1.62349 3.24948
H10 -1.64736 -1.84553 1.61776
H11 4.13663 -0.65858 -0.22450
H12 5.12451 -1.61268 0.56099
O1 5.05570 -0.93066 -0.11400
H13 -5.48825 -1.24477 -1.35491
H14 -4.24391 -0.56787 -0.78585
O2 -4.89717 -0.49017 -1.48918
H15 6.37502 -1.72768 -3.12324
H16 5.53170 -1.62100 -1.83829
O3 5.64014 -2.13898 -2.65031

For the electronic energy, the calculation gives -21376.263 eV. As for the LUMO energy (spin up / spin down): -3.503 / -8.442 eV. Its expectation value of S² is 0.753. The spin multiplicity is 2. Its highest occupied orbital energy (spin up / spin down) is -12.63 / -12.63 eV. For the energy above the lowest of the compared OMol25 structures with the same formula, charge and spin, the calculation gives 0.110 eV. The value obtained for the HOMO-LUMO gap (spin up / spin down) is 9.123 / 4.183 eV. Its charge is +1.

natural (NBO) population analysis, charges in e, atoms 1 to 2: -0.617 -0.411

# 6
Computed, not measured: one molecule with the formula C4H11NO2 at a distorted geometry, with the ωB97M-V functional and the def2-TZVPD basis.

Atoms and positions in Å:
C1 1.96054 -0.60402 0.23391
O1 2.89501 0.46143 0.36932
C2 0.50333 0.07783 0.16313
C3 -0.67366 -0.94522 -0.04629
C4 -2.02761 -0.32867 0.35734
O2 -2.55561 0.60091 -0.52961
N1 0.44816 1.08371 -0.85871
H1 1.90803 -1.29953 1.12841
H2 2.07107 -1.17251 -0.69373
H3 2.33000 1.18431 0.03352
H4 0.38177 0.52132 1.11533
H5 -0.50886 -1.39562 -1.13807
H6 -0.38086 -1.78846 0.54592
H7 -2.78863 -1.01977 0.52453
H8 -1.86547 0.13677 1.31352
H9 -0.15009 0.94741 -1.68341
H10 -2.19824 1.49203 -0.21908
H11 0.65112 2.04808 -0.61603

For the electronic energy, the calculation gives -9910.052 eV. As for the LUMO energy: 0.699 eV. Its SMILES is N[C@H](CO)CCO. Its highest occupied orbital energy is -9.08 eV. For the energy above the lowest of the compared OMol25 structures with the same formula, charge and spin, the calculation gives 2.190 eV. The value obtained for the HOMO-LUMO gap is 9.784 eV. Its charge is 0.

natural (NBO) population analysis, charges in e, atoms 1 to 2: -0.068 -0.711